1.
78
Properties=species:S:1:pos:R:3:mulliken_spin:R:1 method="wB97M-V/def2-TZVPD" spin_multiplicity=6 gap_ev="5.81 / 6.25" charge=-2
Mn -0.0343 -1.3281 -0.0315 4.86
S -1.2640 -3.0077 1.2210 0.01
S -2.5652 -5.0790 -0.4940 0.02
S -1.0046 -2.8454 -1.7336 0.06
O 4.0279 -0.5953 -1.4899 0.01
O -1.4923 0.3805 0.1247 -0.01
N -2.2643 2.2570 -1.0094 0.02
N 2.2823 -1.4537 -0.2158 0.02
N 0.6754 0.3604 -1.2595 -0.04
C -2.1087 3.9408 1.4608 0.00
C -1.1610 4.5345 0.4135 0.00
C 1.9115 -5.0507 -0.2235 0.00
C 3.7139 -1.3549 1.7248 -0.12
C -4.6091 1.8370 -0.5970 0.00
C 3.0070 -3.7363 -2.0693 0.00
C 1.8489 0.2194 -1.8609 0.07
C 3.2644 0.0742 1.9538 0.01
C 1.2048 1.8526 -3.4647 0.01
C -0.0025 2.0142 -2.7973 0.00
C -4.2327 -0.5264 -1.3415 0.00
C -4.5422 3.4736 1.6407 0.00
C 4.6387 -3.9215 1.2829 -0.01
C -5.7596 2.0709 0.1427 0.00
C 4.3361 1.0574 1.4758 0.00
C -3.3639 3.2705 0.9232 0.00
C 3.2167 -2.0914 0.6372 0.06
C -0.2301 1.2337 -1.6718 0.04
C 2.1607 0.9605 -2.9886 0.01
C -3.3942 2.4375 -0.2051 0.00
C -1.4427 1.2854 -0.7650 -0.03
C -5.7374 2.8865 1.2660 0.00
C 2.8810 0.3514 3.4073 0.00
C 3.6804 -3.4015 0.4153 -0.05
C -5.9446 0.8672 -2.5360 0.00
C 4.6637 -1.9165 2.5687 0.00
C 5.1346 -3.1997 2.3550 0.01
C 2.8325 -0.7060 -1.1656 0.01
C 3.1852 -4.3387 -0.6748 0.00
C -1.3548 2.9987 2.4043 0.01
C -1.6731 -3.6729 -0.3485 -0.02
C -4.6164 0.8914 -1.7808 0.00
H 4.5911 0.8705 0.4320 0.00
H 2.3738 0.2330 1.3422 0.04
H 3.1288 0.8303 -3.4503 0.00
H 5.2450 0.9465 2.0756 0.00
H -6.6901 1.6019 -0.1543 0.00
H -1.9926 2.6924 3.2358 0.00
H 2.0618 -3.1988 -2.1423 0.01
H 2.4428 1.3485 3.4964 0.00
H -0.4622 3.7927 0.0278 0.00
H -1.7001 4.9424 -0.4421 0.00
H -2.4721 4.7829 2.0626 0.00
H 5.8780 -3.6332 3.0143 0.00
H 2.9737 -4.5472 -2.8021 0.00
H 3.9866 2.0893 1.5737 0.00
H 3.9710 -5.0998 -0.7588 0.00
H -0.4657 3.4905 2.8112 0.00
H -5.8368 0.2877 -3.4556 0.00
H 2.0680 -5.5847 0.7164 0.00
H -0.5746 5.3352 0.8738 0.00
H 2.1497 -0.3738 3.7673 0.00
H -3.8436 1.2504 -2.4653 0.00
H -3.2795 -0.5507 -0.8146 0.01
H -0.7553 2.7231 -3.1104 0.00
H 1.4100 2.4387 -4.3537 0.00
H -6.7332 0.3902 -1.9487 0.00
H -4.9933 -0.9233 -0.6621 0.00
H -6.2797 1.8736 -2.8000 0.00
H -1.0462 2.0975 1.8720 0.00
H -6.6402 3.0596 1.8403 0.00
H 3.7501 0.3129 4.0691 0.00
H 3.8177 -3.0528 -2.3241 0.00
H 4.9941 -4.9321 1.1077 0.00
H 5.0500 -1.3353 3.3990 0.00
H -4.5090 4.1145 2.5172 0.00
H 1.5749 -5.7630 -0.9798 0.00
H -4.1630 -1.1966 -2.2012 0.00
H 1.1020 -4.3424 -0.0629 0.00


2.
72
Properties=species:S:1:pos:R:3:lowdin_charge:R:1 method="wB97M-V/def2-TZVPD" spin_multiplicity=1 gap_ev=4.93 charge=+1
O -5.1755 1.3646 1.7312 -0.14
N -2.4889 1.6976 1.7176 -0.14
N -3.1133 -2.6993 4.1793 0.21
C 0.1792 -2.9026 2.8069 -0.02
C -4.7546 2.7044 1.9866 -0.18
C -0.5903 1.3504 6.3844 -0.04
C 0.8477 3.0841 9.4264 -0.04
C -5.1319 -1.6826 5.2592 0.01
C -1.6087 -4.6166 2.8575 -0.05
C -3.2817 2.7374 2.3821 -0.12
C 1.1590 0.7545 8.4875 -0.02
C -1.1307 1.6502 1.7999 -0.13
C 0.9481 -0.1821 7.4910 0.00
C 0.0249 0.0693 6.4417 -0.24
C 1.1175 1.8554 2.8691 -0.22
C 2.0628 1.4635 3.8544 -0.04
C -4.5771 -0.0992 7.0291 -0.04
C 3.4079 1.8299 3.7853 -0.09
C -0.1610 -4.3140 4.8806 -0.01
C -5.5378 -0.7739 6.2502 -0.05
C -0.2266 -0.9584 5.4589 0.07
C 3.8776 2.5805 2.6968 -0.08
C -3.2010 -0.2855 6.7931 0.00
C -2.7960 -1.0659 5.7075 -0.09
C -0.2810 1.4559 2.8778 -0.02
C -1.4872 -1.4698 5.1527 -0.06
C -3.0468 0.7989 0.7029 -0.14
C -1.7811 -2.5636 4.2738 -0.07
C -4.5561 0.8857 0.5349 -0.18
C 0.5775 2.0271 8.4004 -0.25
C 1.6119 2.6899 1.8372 -0.04
C 2.9669 2.9952 1.7110 -0.07
C -0.2583 2.3264 7.3195 -0.01
C -3.7739 -1.8116 5.0365 -0.18
C -0.8334 -3.6052 3.7007 -0.54
H -3.5843 -3.3926 3.6045 0.17
H -0.6773 3.3323 7.2206 0.13
H -2.5647 0.9765 -0.2728 0.13
H -0.9107 -4.8632 5.4673 0.10
H 1.7123 0.8730 4.7057 0.08
H -1.3261 1.5675 5.5984 0.12
H 1.4547 -1.1482 7.5110 0.12
H -2.3206 -5.2027 3.4526 0.10
H 0.5759 -5.0331 4.5039 0.10
H -2.1423 -4.1262 2.0336 0.10
H 1.7935 0.5241 9.3452 0.12
H -5.3918 3.0177 2.8228 0.13
H -5.8292 -2.2159 4.6227 0.12
H 4.9310 2.8480 2.6212 0.10
H 0.3488 -3.6120 5.5544 0.08
H 1.5388 2.7125 10.1857 0.08
H -4.9650 -0.1246 0.3868 0.13
H 0.8955 3.1098 1.1279 0.10
H -4.7753 1.5381 -0.3371 0.13
H 1.2982 3.9612 8.9473 0.09
H -0.6361 1.6979 0.8238 0.11
H -2.8922 3.7454 2.1562 0.13
H -4.9085 3.3585 1.1047 0.13
H -0.6385 0.9034 3.7462 0.07
H 0.8839 -3.6373 2.3966 0.10
H -6.5954 -0.5735 6.4188 0.11
H -2.8153 -0.2264 1.0111 0.11
H -0.8921 -5.3110 2.4128 0.10
H -0.0618 3.4264 9.9384 0.09
H 0.7552 -2.1373 3.3318 0.07
H -0.3516 -2.4221 1.9752 0.10
H 4.0962 1.5364 4.5826 0.10
H 3.3108 3.5748 0.8563 0.11
H 0.6387 -1.5293 5.1075 0.12
H -4.8889 0.5829 7.8268 0.11
H -3.2158 2.5821 3.4663 0.11
H -2.4373 0.1352 7.4454 0.11


3.
74
Properties=species:S:1:pos:R:3:lowdin_charge:R:1 method="wB97M-V/def2-TZVPD" spin_multiplicity=1 gap_ev=6.33 charge=+1
O -1.7581 5.9219 -0.1682 0.09
N 2.0160 -0.9959 2.4115 0.14
N -0.2819 4.1131 -0.2155 -0.06
N -0.4350 3.4116 1.8883 0.07
N 2.6622 -2.6533 1.0958 0.14
C 0.4701 3.3194 0.7193 -0.15
C 0.6596 -3.2405 2.2557 -0.01
C 2.5252 3.5745 2.2726 -0.05
C 2.0304 5.3892 0.7137 -0.02
C 0.8789 0.9351 4.1013 -0.02
C 1.1155 -0.2050 4.9838 -0.21
C -0.1622 3.9814 -1.6322 -0.01
C 2.5494 -0.8183 6.8823 -0.07
C 4.1145 0.4268 1.9720 -0.03
C 2.6036 -2.1454 6.4401 -0.05
C 0.1574 1.2503 2.9456 -0.06
C -1.1050 5.0356 0.3770 -0.39
C 5.1623 0.5621 1.0501 -0.09
C 0.8494 -1.6010 4.8364 -0.03
C -5.0611 1.9173 0.3775 -0.08
C 4.7132 -1.6526 0.1151 -0.01
C -4.7650 3.1508 -0.2012 -0.06
C 1.9564 3.8735 0.8942 -0.51
C -0.5388 2.4962 2.8640 0.03
C -4.6157 1.6354 1.6676 -0.08
C 1.7138 -2.2234 1.9548 -0.33
C -4.0355 4.0953 0.5189 -0.03
C -2.5346 4.7053 2.4570 -0.08
C -1.1227 4.6949 1.8649 -0.15
C 2.7391 3.1329 -0.1755 -0.04
C -3.8447 2.5615 2.3736 -0.05
C 1.8347 0.1409 6.1618 -0.03
C -3.4879 3.7664 1.7682 -0.23
C 5.4565 -0.4675 0.1359 -0.08
C 3.2627 -0.6744 1.8559 -0.20
C 3.6354 -1.6964 0.9634 -0.21
C 1.7221 -2.5489 5.4223 -0.05
H -2.4671 4.4921 3.5303 0.12
H 2.4062 2.5242 2.5542 0.04
H -2.8992 5.7321 2.3182 0.14
H -0.2409 -2.8166 2.7094 0.07
H 1.5842 5.7208 -0.2283 0.09
H 0.4628 2.2679 0.3833 0.17
H 1.0981 -4.0095 2.9164 0.09
H 6.2735 -0.3500 -0.5748 0.11
H 1.9238 1.2058 6.4043 0.11
H -5.6525 1.1915 -0.1693 0.11
H 1.2580 1.8864 4.5608 0.12
H 1.7402 -3.5845 5.0678 0.10
H 3.9725 1.1447 2.7719 0.10
H 4.9427 -2.5040 -0.5266 0.12
H -1.1463 2.8354 3.7195 0.15
H 0.3463 -3.7040 1.3137 0.09
H -3.4530 2.3319 3.3701 0.11
H 1.5453 5.9198 1.5437 0.09
H -4.8686 0.6911 2.1404 0.10
H 3.6019 3.8082 2.2615 0.11
H 3.8106 3.3196 -0.0478 0.10
H 0.4898 4.7675 -2.0497 0.10
H 0.1607 0.5565 2.1056 0.11
H 3.0905 -0.5025 7.7698 0.11
H 0.0030 -1.9325 4.2301 0.09
H 0.2223 2.9780 -1.8557 0.10
H 5.7744 1.4665 1.0297 0.11
H 3.0844 5.6950 0.7020 0.11
H -0.4915 5.4462 2.3918 0.17
H 2.6659 -3.5591 0.6728 0.16
H -3.8086 5.0711 0.0871 0.11
H 2.4437 3.4592 -1.1805 0.08
H -5.0973 3.3799 -1.2121 0.11
H 2.5746 2.0496 -0.0808 0.09
H 3.3054 -2.8588 6.8750 0.11
H 2.0658 4.1994 3.0512 0.09
H -1.1643 4.0941 -2.0711 0.11


4.
82
Properties=species:S:1:pos:R:3:nbo_charge:R:1 method="wB97M-V/def2-TZVPD" spin_multiplicity=6 gap_ev="5.06 / 7.36" charge=-1
Ru -0.3578 0.3572 0.6060 1.31
S 1.9801 0.8101 -1.1547 -0.45
Si -0.9418 -1.3427 2.3401 1.09
O -4.9431 3.2065 -2.3435 -0.69
O -4.5896 1.1092 -0.9363 -0.71
O -3.6797 4.6963 -3.3878 -0.63
O -0.0206 -1.3963 -0.5736 -0.71
O -2.8744 0.1110 0.0775 -0.72
N -1.0970 1.6268 -1.2294 -0.33
N -0.4284 2.5504 -1.9155 -0.32
N 1.9493 0.4117 1.9663 -0.84
N 2.8777 -0.3346 -3.3965 -0.43
N 0.8903 -1.1478 -2.6828 -0.67
C 2.8201 2.5903 5.4585 -0.22
C -2.4680 2.5250 4.0437 -0.22
C 0.0894 -1.5001 3.9931 -1.09
C -1.2639 3.3935 -2.5339 0.02
C -0.5991 1.9794 1.9992 -0.39
C -3.7805 3.6961 -2.7055 0.78
C 3.8119 1.8432 4.8434 -0.22
C -2.7932 2.7971 2.7218 -0.24
C -3.3766 0.9477 -0.6921 0.78
C -2.7438 -1.0906 2.9853 -1.11
C 1.5454 2.5978 4.9402 -0.21
C 1.1875 1.8579 3.8058 0.04
C -2.3918 1.8595 -1.4016 0.06
C -1.9617 -3.7089 -4.2531 -0.24
C -0.9790 -2.9073 -3.7170 -0.18
C 4.1106 0.3786 -3.2019 -0.21
C 2.2083 1.1412 3.1634 0.13
C 3.0435 -2.7533 -4.0281 -0.62
C 5.1441 -0.3962 -2.3811 -0.62
C -1.8673 2.5298 1.7320 -0.16
C -3.1332 -3.9512 -3.5501 -0.19
C -2.3467 -2.5519 -1.7598 -0.17
C 3.4933 1.1372 3.6979 -0.23
C 2.8041 -1.3069 -4.4646 -0.21
C -2.5591 2.9898 -2.2406 -0.27
C -0.0762 -1.5435 -1.8419 0.65
C -3.3228 -3.3561 -2.3100 -0.22
C -0.8560 -3.1789 1.7187 -1.09
C 1.8813 -0.3409 -2.4544 0.39
C -1.1806 2.1448 4.3551 -0.23
C -1.1464 -2.3259 -2.4510 -0.07
C -0.2081 1.9484 3.3617 -0.12
H 3.5425 -1.0269 -5.2214 0.19
H -1.1615 -3.8519 2.5162 0.21
H -3.4475 -1.0425 2.1630 0.25
H -1.5049 -3.3415 0.8665 0.23
H 4.8174 1.8381 5.2405 0.20
H -0.9192 1.9916 5.3948 0.20
H 0.5926 2.5018 -1.9039 0.45
H -0.9260 4.2163 -3.1285 0.23
H 5.4606 -1.2988 -2.8984 0.19
H 0.2071 -0.5571 4.5124 0.22
H 4.5263 0.6157 -4.1869 0.19
H 6.0148 0.2304 -2.2042 0.21
H -2.5096 -2.0602 -0.8108 0.26
H -3.7655 3.1927 2.4614 0.21
H -2.1460 2.8040 0.7194 0.19
H 2.3356 -3.0218 -3.2497 0.23
H -3.8937 -4.5948 -3.9666 0.20
H -4.8722 2.3372 -1.7805 0.51
H -0.0615 -2.7304 -4.2559 0.22
H 1.0776 -1.9160 3.8257 0.21
H -0.4456 -2.1776 4.6514 0.22
H 2.8966 -3.4177 -4.8763 0.20
H 2.3098 -0.5374 2.0390 0.39
H -3.0221 -1.9145 3.6347 0.20
H -4.2432 -3.5386 -1.7717 0.21
H 2.4238 0.8538 1.1751 0.41
H -1.8173 -4.1689 -5.2225 0.20
H 4.0533 -2.8948 -3.6515 0.20
H 3.8774 1.3113 -2.6819 0.24
H 4.2688 0.5737 3.1966 0.20
H 0.1523 -3.4448 1.4166 0.22
H -2.8253 -0.1687 3.5496 0.23
H -3.2050 2.6505 4.8245 0.20
H 4.7130 -0.6756 -1.4236 0.22
H 0.7975 3.2169 5.4102 0.21
H 1.8046 -1.2378 -4.9042 0.22
H 3.0424 3.1812 6.3342 0.20


5.
80
Properties=species:S:1:pos:R:3:mulliken_spin:R:1 method="wB97M-V/def2-TZVPD" spin_multiplicity=4 gap_ev="7.64 / 7.62"
Cr 1.0442 -0.5936 -0.4501 3.39
O -1.2047 1.6737 0.3658 -0.05
O 3.4361 5.4397 0.9661 0.00
O 1.7023 4.3692 4.4355 0.00
O -0.9291 1.3540 -1.8892 -0.05
N 2.1980 1.1797 -0.6276 -0.07
N 1.7708 -2.4732 -1.1037 -0.01
N 2.8710 3.9164 2.5385 0.00
N -0.7763 -1.8055 -0.6612 -0.10
C -1.9948 -2.8296 -4.0140 0.00
C 2.9284 -3.0732 -1.4160 0.01
C -0.5125 -3.0578 -0.8626 0.02
C -3.7725 3.6730 -2.1077 0.00
C 2.9382 1.3341 -1.7283 0.05
C 2.7553 -4.4488 -1.5895 0.01
C -2.3968 -1.2683 1.6649 -0.02
C -2.4642 -2.6902 2.2084 0.00
C -2.6283 -1.2557 -2.1342 0.00
C -4.2578 -0.7335 0.0679 0.00
C 3.0574 3.2276 0.2212 0.00
C 2.7397 4.8658 3.6154 0.00
C -1.7647 -1.4764 -3.3483 0.01
C -2.1469 -1.4070 -0.8312 0.03
C -3.9500 -0.8552 -2.3016 0.00
C -1.9622 2.2270 -1.6767 -0.01
C -4.7644 -0.5988 -1.2139 0.00
C 2.2489 2.1146 0.3278 0.06
C -3.9372 3.8700 -0.7416 0.00
C 1.4017 -4.7046 -1.3582 0.01
C 3.8172 3.3969 -0.9368 0.01
C -2.1274 2.4228 -0.3180 -0.02
C -3.1074 3.2427 0.1887 0.00
C 2.3631 -0.9310 1.1464 -0.30
C 3.0873 -2.6568 2.8343 0.00
C 1.8991 -1.9632 2.1662 0.07
C 3.1282 4.3030 1.2717 0.00
C -2.7694 2.8397 -2.6052 0.00
C 0.8261 -3.4711 -1.0587 0.07
C -2.9432 -1.1302 0.2786 -0.01
C 1.0322 -1.3079 3.2353 -0.02
C 3.7616 2.4350 -1.9290 0.00
B -0.4922 0.9473 -0.6058 -0.18
H 0.2631 -0.6643 2.8138 0.02
H -1.7742 -3.6509 -3.3331 0.00
H -3.4748 -3.0935 2.1303 0.00
H 3.6764 4.9421 4.1841 0.00
H -4.7251 4.5218 -0.3890 0.00
H -2.1657 -2.7240 3.2547 0.00
H 1.5893 1.9590 1.1717 0.01
H -1.7986 -3.3559 1.6566 0.00
H 3.5192 -5.1605 -1.8472 0.00
H -2.9357 -0.5863 2.3265 0.00
H 4.4253 4.2847 -1.0309 0.00
H 1.3234 -2.7429 1.6500 -0.01
H -4.8798 -0.5134 0.9254 0.00
H -1.3578 -2.9441 -4.8900 0.00
H -1.9819 -0.6765 -4.0600 0.00
H 0.8955 -5.6536 -1.3986 0.00
H -1.3258 -3.7809 -0.9432 0.00
H 3.6979 -3.1838 2.1004 0.00
H -3.0327 -2.9387 -4.3302 0.00
H 2.5038 5.8403 3.1765 0.00
H -4.3307 -0.7205 -3.3066 0.00
H 2.7613 -3.3801 3.5831 0.00
H 1.6546 -0.6765 3.8756 0.00
H -1.3584 -0.9328 1.6496 0.04
H -3.2273 3.3825 1.2525 0.00
H -5.7842 -0.2729 -1.3649 0.00
H 2.8630 0.5536 -2.4788 0.00
H 1.6512 4.9082 5.2306 0.00
H 3.2463 -1.2977 0.6139 0.03
H 2.6762 -0.0230 1.6767 -0.01
H 3.7235 -1.9230 3.3348 0.00
H -4.4342 4.1732 -2.8013 0.00
H 0.5430 -2.0396 3.8794 0.00
H 2.6365 2.9597 2.7456 0.00
H 4.3329 2.5164 -2.8408 0.00
H 3.8450 -2.5087 -1.4935 0.00
H -0.7112 -1.3720 -3.0842 0.01
H -2.6339 2.6743 -3.6631 0.00


6.
87
Properties=species:S:1:pos:R:3:lowdin_charge:R:1 method="wB97M-V/def2-TZVPD" spin_multiplicity=1 gap_ev=7.75 charge=-1
F -0.9859 -0.8946 1.3095 0.24
F 0.1688 -0.6406 -0.6154 0.22
F -1.4919 0.7374 -0.1570 0.09
F -1.8308 -1.5088 -0.6713 0.09
O -4.1094 0.0987 5.6601 0.08
O -4.1880 -3.7679 0.9548 -0.16
O 5.9935 -0.6359 2.4860 0.10
O -1.8311 0.2112 -7.8175 0.04
O 0.0117 2.7587 -0.1240 -0.01
O 2.9250 3.2874 4.6433 0.04
O 0.7017 -2.3167 4.6661 0.12
O -3.3419 2.6267 -1.0347 -0.15
O 5.1945 0.4234 -5.4742 0.01
O 1.0428 -2.7919 1.6093 0.06
O 0.7579 1.9208 -2.6345 0.04
O -3.2452 -2.1187 -2.9596 0.05
C 4.1575 0.8107 -4.7548 -0.39
C -3.6998 -1.7091 -5.2983 -0.05
C -1.6431 -0.8817 -4.3705 0.01
C 2.8108 0.7214 -2.7072 0.01
C 1.1589 2.3310 3.4975 -0.01
C 0.3346 2.0155 2.3241 0.08
C 2.2029 2.2091 -4.5189 -0.04
C -4.8463 -2.8440 1.7669 -0.21
C 2.5270 -0.9077 1.5522 -0.05
C 2.2270 -2.2107 1.8804 -0.31
C 3.2605 1.7942 -5.2731 -0.01
C -0.4706 -1.7413 5.0571 -0.32
C -2.1905 -0.4157 -6.6482 -0.36
C 0.6525 2.8634 1.1446 -0.23
C 3.7186 -0.3012 1.7454 0.02
C 3.2693 -3.0557 2.3881 0.01
C -2.9407 -1.4876 -4.1644 -0.29
C 1.5168 3.9363 1.2455 -0.02
C -1.8402 -0.4302 6.4461 -0.05
C 4.8237 -1.1802 2.2922 -0.34
C -2.8279 -0.4853 5.5632 -0.29
C -0.6449 -1.0508 6.1490 -0.06
C -3.3219 2.3197 -2.5010 -0.08
C 4.5246 -2.4805 2.5636 -0.05
C -1.5111 -1.8305 4.1207 0.03
C 2.3864 4.0664 2.3935 0.00
C 1.9767 1.6937 -3.2541 -0.28
C 2.1954 3.2125 3.4751 -0.35
C -3.3688 -1.1088 -6.5089 -0.05
C -2.7667 -1.2647 4.3779 0.04
C -1.2683 -0.2651 -5.5848 0.00
C 3.8840 0.3656 -3.5019 -0.05
B -0.9736 -0.5952 0.0361 -1.39
H 3.4515 2.3482 -6.1911 0.11
H -5.0419 -3.1814 2.7830 0.05
H 2.4027 0.1402 -1.9606 0.09
H 1.4509 2.8994 -4.9176 0.12
H -0.9298 0.1486 -7.9087 0.05
H -4.1284 -1.9103 1.9192 0.10
H 1.7550 -0.1888 1.0989 0.13
H 4.4542 -0.4796 -3.0827 0.12
H -3.3563 -3.4364 0.4420 0.13
H -2.4517 -2.2076 -2.5328 0.02
H -0.4872 1.3648 2.2820 0.08
H -2.4096 2.7149 -0.9205 0.00
H -4.1606 2.9025 -2.8870 0.07
H -4.6737 -2.1430 -4.9652 0.13
H 0.6421 1.6423 -1.7711 0.02
H 0.3740 -2.1720 1.3496 0.05
H 3.2145 -3.9515 2.7914 0.06
H 0.9897 1.6242 4.1592 0.06
H 1.4652 4.6291 0.4605 0.10
H 5.3563 -2.9444 3.1546 0.13
H -4.6181 -0.2307 5.0851 -0.05
H -3.1983 1.2204 -2.6180 0.08
H -0.6608 2.0653 -0.0566 0.03
H 0.6964 -2.8469 4.0200 -0.04
H 0.3691 -1.0023 6.8259 0.18
H 2.8399 2.4365 5.0092 0.07
H 6.2464 0.2046 2.4377 0.04
H -2.3516 2.7612 -2.7746 0.07
H -1.1103 -0.5758 -3.4642 0.11
H -5.9331 -2.7269 1.3984 0.10
H -0.4925 0.4446 -5.6043 0.09
H -2.0445 0.0336 7.4484 0.14
H -3.6457 -1.1725 3.6532 0.12
H 5.6021 -0.5094 -5.1429 0.19
H -4.0757 -0.8168 -7.5474 0.19
H 2.9243 5.0486 2.3712 0.12
H -1.5230 -2.3446 3.3590 0.02
H 3.9739 0.7291 1.5229 0.11